1.
Formula: C5H12O2
Source: OMol25
Level of theory: ωB97M-V with the def2-TZVPD basis set

The HOMO energy comes out at -9.58 eV. The LUMO energy is 0.791 eV. The SMILES is C[C@@H]1OCC[C@@H]1O.[H][H]. As for the total charge: 0. Its frontier orbital gap is 10.37 eV.

Geometry (Å):
C1 1.949 0.182 0.553
C2 0.825 0.057 -0.474
O1 -0.048 1.194 -0.612
C3 -1.410 0.772 -0.558
C4 -1.363 -0.703 -0.933
C5 -0.099 -1.131 -0.198
O2 -0.324 -1.213 1.200
H1 2.502 1.121 0.456
H2 1.595 0.078 1.580
H3 2.653 -0.638 0.360
H4 1.290 -0.081 -1.459
H5 -1.809 0.907 0.458
H6 -2.005 1.379 -1.248
H7 -2.252 -1.273 -0.641
H8 -1.215 -0.810 -2.014
H9 0.344 -2.061 -0.578
H10 -1.040 -1.844 1.346
H11 0.243 2.129 1.879
H12 0.139 2.092 1.141

2.
Formula: C5H12O2
Source: OMol25
Level of theory: ωB97M-V with the def2-TZVPD basis set

The HOMO energy comes out at -8.59 eV. The LUMO energy is 0.602 eV. The SMILES is C=C/C=C/C.O.O. As for the total charge: 0. Its frontier orbital gap is 9.19 eV.

Geometry (Å):
C1 -1.672 1.553 -0.257
C2 -1.653 0.419 0.452
C3 -0.955 -0.824 0.107
C4 -0.104 -1.097 -0.874
C5 0.933 -2.183 -0.862
H1 -1.572 2.552 0.137
H2 -1.535 1.424 -1.322
H3 -1.946 0.512 1.498
H4 -1.097 -1.589 0.867
H5 -0.098 -0.502 -1.778
H6 0.643 -2.979 -1.552
H7 1.016 -2.590 0.147
H8 1.854 -1.793 -1.292
O1 1.519 1.315 -1.104
H9 2.468 1.350 -0.935
H10 1.188 0.859 -0.313
O2 0.730 1.197 2.393
H11 0.182 1.651 1.743
H12 0.098 0.727 2.944

Stability, lowest: 2

1.
Formula: C5H12O2
Source: OMol25
Level of theory: ωB97M-V with the def2-TZVPD basis set

The HOMO energy comes out at -9.89 eV. The LUMO energy is 0.738 eV. The SMILES is CC[C@@H](O)CCO. As for the total charge: 0. Its frontier orbital gap is 10.62 eV.

Geometry (Å):
C1 0.312 2.509 0.780
C2 -0.077 1.660 -0.423
C3 0.145 0.213 0.047
O1 -0.481 0.069 1.323
C4 -0.427 -0.816 -0.910
C5 0.076 -2.215 -0.624
O2 -0.232 -2.559 0.724
H1 -0.164 3.484 0.734
H2 -0.061 1.941 1.629
H3 1.403 2.635 0.858
H4 0.475 1.918 -1.350
H5 -1.137 1.822 -0.658
H6 1.244 0.096 0.134
H7 -0.313 -0.820 1.678
H8 -0.193 -0.579 -1.955
H9 -1.516 -0.765 -0.795
H10 1.165 -2.251 -0.784
H11 -0.389 -2.928 -1.317
H12 0.170 -3.414 0.910

2.
Formula: C5H12O2
Source: OMol25
Level of theory: ωB97M-V with the def2-TZVPD basis set

The HOMO energy comes out at -10.02 eV. The LUMO energy is 0.766 eV. The SMILES is C[C@@H](O)C[C@@H](C)O. As for the total charge: 0. Its frontier orbital gap is 10.79 eV.

Geometry (Å):
C1 -2.510 -0.486 -0.252
C2 -1.227 0.250 -0.423
O1 -1.341 1.527 0.420
C3 0.077 -0.545 -0.008
C4 1.295 0.360 0.104
C5 2.548 -0.495 0.123
O2 1.413 1.387 -0.770
H1 -2.396 -0.863 0.775
H2 -2.916 -1.379 -1.038
H3 -3.183 0.059 -0.294
H4 -0.997 0.579 -1.342
H5 -1.591 1.602 1.276
H6 -0.118 -1.363 0.929
H7 -0.033 -1.449 -0.656
H8 1.494 0.678 1.166
H9 2.365 -1.266 0.514
H10 3.512 0.243 0.450
H11 2.974 -0.838 -0.751
H12 0.635 1.998 -0.223

3.
Formula: C5H12O2
Source: OMol25
Level of theory: ωB97M-V with the def2-TZVPD basis set

The HOMO energy comes out at -9.52 eV. The LUMO energy is 0.623 eV. The SMILES is C=CCC.C=O.O. As for the total charge: 0. Its frontier orbital gap is 10.15 eV.

Geometry (Å):
C1 -1.230 -1.020 -0.567
C2 -0.426 -0.009 -0.886
C3 -0.718 1.439 -0.602
C4 0.490 2.374 -0.588
H1 -1.084 -2.010 -0.988
H2 -2.090 -0.898 0.089
H3 0.455 -0.201 -1.501
H4 -1.388 1.755 -1.414
H5 -1.308 1.532 0.320
H6 0.162 3.416 -0.659
H7 1.096 2.250 0.312
H8 1.140 2.172 -1.448
C5 0.502 -2.753 0.672
O1 0.461 -2.422 1.834
H9 1.170 -2.269 -0.060
H10 -0.119 -3.581 0.288
O2 1.274 0.236 1.539
H11 0.493 0.683 1.885
H12 1.120 -0.696 1.776

4.
Formula: C5H12O2
Source: OMol25
Level of theory: ωB97M-V with the def2-TZVPD basis set

The HOMO energy comes out at -9.35 eV. The LUMO energy is 0.679 eV. The SMILES is C=CCC=C.O.O. As for the total charge: 0. Its frontier orbital gap is 10.03 eV.

Geometry (Å):
C1 -1.893 0.503 -0.779
C2 -0.679 1.032 -0.926
C3 0.639 0.386 -0.586
C4 1.832 1.046 -1.299
C5 1.755 1.185 -2.621
H1 -2.737 1.123 -1.051
H2 -2.066 -0.486 -0.381
H3 -0.631 2.109 -1.067
H4 0.554 -0.695 -0.703
H5 0.808 0.589 0.479
H6 2.496 1.599 -0.650
H7 2.351 1.821 -3.262
H8 0.960 0.648 -3.127
O1 0.189 -0.977 3.805
H9 0.434 -0.091 4.000
H10 -0.041 -0.939 2.859
O2 -1.257 -2.570 1.600
H11 -0.972 -3.440 1.346
H12 -1.740 -2.842 2.364

Stability, lowest: 2

1.
Formula: C3H12N2S
Source: OMol25
Level of theory: ωB97M-V with the def2-TZVPD basis set

The HOMO energy comes out at -8.34 eV. The LUMO energy is 1.040 eV. The SMILES is CSC.NCN. As for the total charge: 0. Its frontier orbital gap is 9.38 eV.

Geometry (Å):
C1 3.351 1.556 -0.034
S1 2.899 0.119 -1.035
C2 2.249 0.930 -2.534
H1 4.323 1.950 -0.310
H2 2.614 2.350 -0.216
H3 3.313 1.294 1.009
H4 1.200 0.658 -2.650
H5 2.804 0.549 -3.393
H6 2.393 2.005 -2.465
N1 -1.594 -1.233 0.752
C3 -2.934 -1.659 1.087
N2 -3.597 -0.598 1.847
H7 -1.317 -0.439 1.321
H8 -0.875 -1.932 0.868
H9 -2.947 -2.560 1.685
H10 -3.537 -1.879 0.197
H11 -4.096 -1.004 2.622
H12 -4.249 -0.106 1.250

2.
Formula: C3H12N2S
Source: OMol25
Level of theory: ωB97M-V with the def2-TZVPD basis set

The HOMO energy comes out at -9.24 eV. The LUMO energy is 0.653 eV. The SMILES is NCCN.CS. As for the total charge: 0. Its frontier orbital gap is 9.89 eV.

Geometry (Å):
N1 1.866 -1.939 0.271
C1 1.474 -0.531 0.074
C2 1.360 0.186 1.411
N2 1.039 1.587 1.153
H1 1.898 -2.374 -0.645
H2 1.088 -2.407 0.731
H3 0.541 -0.419 -0.494
H4 2.263 -0.038 -0.495
H5 0.629 -0.326 2.048
H6 2.332 0.112 1.897
H7 0.176 1.631 0.616
H8 0.893 2.130 1.988
C3 -2.565 0.813 -1.150
S1 -3.352 -0.271 -2.393
H9 -2.347 1.774 -1.609
H10 -3.214 0.957 -0.292
H11 -1.627 0.373 -0.830
H12 -2.454 -1.258 -2.280

Stability, lowest: 1

1.
Formula: C3H12N2S
Source: OMol25
Level of theory: ωB97M-V with the def2-TZVPD basis set

The HOMO energy comes out at -9.10 eV. The LUMO energy is 0.837 eV. The SMILES is CCS.NCN. As for the total charge: 0. Its frontier orbital gap is 9.94 eV.

Geometry (Å):
C1 2.561 0.760 -0.099
C2 1.621 1.409 0.900
S1 0.961 2.975 0.310
H1 2.069 0.447 -1.023
H2 3.447 1.292 -0.444
H3 2.998 -0.144 0.352
H4 2.118 1.571 1.857
H5 0.844 0.684 1.134
H6 -0.309 2.569 0.154
N1 -2.235 -2.425 0.141
C3 -1.531 -1.173 0.153
N2 -1.858 -0.282 -0.973
H7 -3.218 -2.249 -0.001
H8 -2.021 -2.905 -0.729
H9 -0.443 -1.272 0.186
H10 -1.702 -0.683 1.120
H11 -2.284 -0.760 -1.747
H12 -1.019 0.185 -1.291

2.
Formula: C3H12N2S
Source: OMol25
Level of theory: ωB97M-V with the def2-TZVPD basis set

The HOMO energy comes out at -8.59 eV. The LUMO energy is 0.754 eV. The SMILES is CSC.NCN. As for the total charge: 0. Its frontier orbital gap is 9.34 eV.

Geometry (Å):
C1 -0.960 -0.338 -2.199
S1 -0.957 1.503 -2.172
C2 0.865 1.665 -2.130
H1 -0.593 -0.672 -3.164
H2 -1.976 -0.707 -2.072
H3 -0.408 -0.682 -1.328
H4 1.267 2.616 -2.465
H5 1.238 1.543 -1.107
H6 1.308 0.827 -2.670
N1 -0.517 -1.682 3.346
C3 0.465 -0.815 2.744
N2 1.801 -1.421 2.459
H7 -0.957 -2.297 2.669
H8 -0.109 -2.333 3.988
H9 0.098 -0.439 1.793
H10 0.803 0.026 3.351
H11 2.105 -2.068 3.175
H12 1.794 -1.847 1.542

Stability, lowest: 2

1.
Formula: C3H5ClS
Source: OMol25
Level of theory: ωB97M-V with the def2-TZVPD basis set

The HOMO energy comes out at -9.22 eV. The LUMO energy is 0.898 eV. The SMILES is SC/C=C/Cl. As for the total charge: 0. Its frontier orbital gap is 10.12 eV.

Geometry (Å):
S1 -1.656 -1.446 -1.052
C1 -0.419 -0.936 0.111
C2 0.517 0.217 -0.330
C3 0.911 1.117 0.610
Cl1 1.885 2.411 0.012
H1 -2.424 -0.290 -1.061
H2 0.217 -1.821 0.323
H3 -0.885 -0.685 1.021
H4 1.004 0.351 -1.298
H5 0.849 1.083 1.664

2.
Formula: C3H5ClS
Source: OMol25
Level of theory: ωB97M-V with the def2-TZVPD basis set

The HOMO energy comes out at -9.26 eV. The LUMO energy is 0.914 eV. The SMILES is SC/C=C/Cl. As for the total charge: 0. Its frontier orbital gap is 10.18 eV.

Geometry (Å):
S1 -2.021 0.029 1.106
C1 -1.034 -0.111 -0.433
C2 0.326 0.468 -0.223
C3 1.458 -0.182 -0.198
Cl1 2.967 0.606 0.207
H1 -0.991 -0.483 1.853
H2 -1.671 0.577 -1.041
H3 -1.033 -1.125 -0.986
H4 0.390 1.494 0.092
H5 1.609 -1.273 -0.377

3.
Formula: C3H5ClS
Source: OMol25
Level of theory: ωB97M-V with the def2-TZVPD basis set

The HOMO energy comes out at -9.38 eV. The LUMO energy is -0.360 eV. As for the total charge: 0. Its frontier orbital gap is 9.02 eV.

Geometry (Å):
C1 -0.676 -1.625 0.880
C2 -0.546 -0.386 0.509
C3 1.010 1.341 -0.649
S1 0.093 1.157 0.920
Cl1 -1.914 0.126 -1.296
H1 -1.405 -2.336 0.533
H2 -0.033 -1.987 1.587
H3 1.795 1.973 -0.403
H4 0.162 1.451 -1.330
H5 1.514 0.288 -0.751

Stability, lowest: 3

1.
Formula: C5H11O3
Source: OMol25
Level of theory: ωB97M-V with the def2-TZVPD basis set

The HOMO energy comes out at -4.44 eV. The LUMO energy is 3.836 eV. As for the total charge: -1. Its frontier orbital gap is 8.27 eV.

Geometry (Å):
C1 0.898 -0.998 -0.849
C2 1.424 0.152 -1.702
C3 1.848 -2.195 -0.903
O1 0.786 -0.593 0.499
H1 -0.081 -1.306 -1.234
H2 2.412 0.444 -1.340
H3 2.837 -1.889 -0.556
H4 1.490 -2.996 -0.258
H5 1.915 -2.541 -1.938
H6 -0.016 -0.024 0.531
H7 0.756 1.008 -1.594
H8 1.464 -0.111 -2.762
C4 -2.314 1.514 2.387
C5 -2.159 1.654 0.867
O2 -1.340 0.884 0.292
O3 -2.867 2.524 0.314
H9 -3.304 1.134 2.635
H10 -2.195 2.500 2.833
H11 -1.554 0.838 2.779

2.
Formula: C5H11O3
Source: OMol25
Level of theory: ωB97M-V with the def2-TZVPD basis set

The HOMO energy comes out at -4.44 eV. The LUMO energy is 4.036 eV. As for the total charge: -1. Its frontier orbital gap is 8.47 eV.

Geometry (Å):
C1 -1.515 2.133 -0.630
C2 -1.435 1.308 -1.917
O1 -0.812 1.550 0.428
H1 -1.165 3.176 -0.758
H2 -2.548 2.260 -0.260
H3 -2.418 1.361 -2.439
H4 -0.665 0.538 0.378
H5 -1.398 0.253 -1.670
H6 -0.595 1.543 -2.560
C3 1.215 -1.180 1.564
C4 2.280 -1.336 0.480
C5 -0.070 -1.705 0.949
O2 -0.464 -2.868 1.220
O3 -0.658 -0.944 0.129
H7 1.501 -1.648 2.522
H8 1.032 -0.199 2.017
H9 2.601 -2.366 0.320
H10 3.248 -0.857 0.699
H11 1.865 -1.021 -0.473

3.
Formula: C5H11O3
Source: OMol25
Level of theory: ωB97M-V with the def2-TZVPD basis set

The HOMO energy comes out at -2.50 eV. The LUMO energy is 3.671 eV. As for the total charge: -1. Its frontier orbital gap is 6.17 eV.

Geometry (Å):
O1 0.422 -0.667 2.610
C1 -0.217 -0.242 1.671
C2 -0.025 1.203 1.106
C3 0.734 1.070 -0.198
C4 -0.122 0.158 -1.000
C5 -1.342 0.899 -1.724
O2 -1.933 -0.058 -2.405
H1 -0.750 -0.888 0.973
H2 0.656 1.605 1.933
H3 -0.998 1.765 1.055
H4 1.793 0.826 -0.058
H5 0.853 2.020 -0.746
H6 0.361 -0.258 -1.885
H7 -0.566 -0.750 -0.585
H8 -2.009 1.334 -1.073
H9 -0.834 1.765 -2.493
H10 1.085 -2.388 0.356
H11 2.139 -1.148 0.402
O3 2.023 -2.077 0.167

4.
Formula: C5H11O3
Source: OMol25
Level of theory: ωB97M-V with the def2-TZVPD basis set

The HOMO energy comes out at -4.04 eV. The LUMO energy is 3.203 eV. As for the total charge: -1. Its frontier orbital gap is 7.24 eV.

Geometry (Å):
C1 -1.379 -0.255 0.806
C2 -2.162 -0.186 2.102
C3 -2.238 0.081 -0.499
O1 -3.381 -0.466 -0.585
O2 -1.758 0.944 -1.238
H1 -0.467 0.235 0.930
H2 -0.825 -1.294 0.663
H3 -2.045 -1.192 2.527
H4 -3.212 -0.132 1.915
H5 -1.829 0.385 2.925
C4 2.114 -0.337 -0.754
C5 1.761 0.696 -1.744
O3 3.486 -0.154 -0.566
H6 1.566 -0.214 0.213
H7 1.974 -1.417 -0.949
H8 2.131 1.714 -1.545
H9 3.763 0.210 0.331
H10 0.638 1.012 -1.737
H11 1.860 0.371 -2.797

Stability, lowest: 3